[1]
75
Properties=species:S:1:pos:R:3:forces:R:3:lowdin_charge:R:1 method="wB97M-V/def2-TZVPD" charge=+1 total_energy_ev=-167592.475
Pt 1.15445 -0.14291 0.08525 0.58 0.15 0.53 1.012
Cl 4.89108 -3.99567 4.81821 -0.02 0.07 -0.02 0.688
C 3.91864 -2.82001 3.99547 -0.04 -0.04 0.19 -0.667
C 2.85207 -2.20451 4.66362 0.01 0.02 0.09 -0.064
C 2.03605 -1.31700 4.00925 -0.08 -0.04 0.11 0.000
C 2.21130 -1.02058 2.64650 -0.03 0.17 -0.21 -0.331
O 1.26115 -0.29746 2.07675 0.16 -0.20 -0.01 -0.296
C 3.37232 -1.54627 2.01394 -0.06 -0.10 -0.04 -0.136
C 3.82038 -1.19174 0.70145 0.42 0.07 0.18 -0.057
N 3.29731 -0.27410 -0.03721 -0.50 -0.20 -0.63 -0.031
C 3.72250 -0.04233 -1.37030 -0.21 -0.06 0.18 -0.203
C 5.02209 0.07883 -1.76317 0.19 -0.01 -0.07 0.012
C 5.34476 0.30579 -3.12195 0.11 -0.02 0.17 -0.039
C 4.36634 0.38362 -4.06446 -0.08 0.01 -0.09 -0.011
C 3.00529 0.26038 -3.68975 0.00 0.00 0.05 -0.134
C 1.94313 0.29747 -4.61879 0.06 0.03 -0.10 0.032
C 0.65660 0.16680 -4.18655 -0.15 -0.01 -0.02 -0.009
C 0.40549 0.03358 -2.81392 -0.09 0.03 -0.12 -0.154
N 1.36526 0.00490 -1.91587 0.30 -0.08 -0.13 -0.089
C 2.68306 0.08400 -2.33312 -0.14 -0.03 0.11 -0.124
C 4.18463 -2.47588 2.70613 0.08 0.07 -0.19 -0.060
H 2.67061 -2.44562 5.70342 -0.01 0.01 -0.03 0.117
H 1.20240 -0.84989 4.51814 0.00 -0.06 -0.01 0.129
H 4.70105 -1.72254 0.32722 -0.03 0.02 0.05 0.144
H 5.80544 0.00441 -1.01854 0.03 0.05 -0.06 0.126
H 6.38155 0.41902 -3.40957 -0.01 -0.03 0.04 0.119
H 4.61292 0.54624 -5.10656 -0.03 -0.01 0.03 0.126
H 2.16216 0.42817 -5.67244 0.01 -0.02 0.05 0.134
H -0.17592 0.17859 -4.87634 0.01 0.01 0.04 0.124
H -0.60578 -0.02587 -2.43073 -0.02 -0.04 -0.06 0.114
H 5.03837 -2.91212 2.20023 -0.03 0.03 0.00 0.118
C -1.90778 -3.52058 -1.79617 0.09 0.01 -0.05 -0.155
C -0.54931 -2.93201 -1.39163 0.03 -0.03 0.01 -0.350
Ge -0.69396 -1.76763 0.18431 -0.28 0.67 -0.23 0.847
C -0.63085 -2.82112 1.82008 0.10 0.05 0.13 -0.346
C -1.95324 -3.56738 2.03811 0.09 -0.02 0.06 -0.151
C -2.33509 -0.74307 0.12042 -0.26 -0.59 0.01 -0.248
C -2.40103 0.58266 0.15944 -0.22 0.71 -0.01 -0.328
Ge -0.67803 1.54930 0.26304 -0.15 -0.55 0.02 0.917
C -0.22327 2.35475 1.98570 -0.13 0.10 0.05 -0.352
C -1.08225 3.54479 2.43086 0.11 -0.06 0.05 -0.156
C -0.16775 2.78262 -1.19225 -0.10 0.04 -0.08 -0.342
C -1.08360 3.97276 -1.50740 0.11 -0.04 0.02 -0.152
C -3.69055 1.33920 0.18932 -0.01 -0.08 0.01 -0.226
C -3.70112 2.72167 0.35580 0.06 -0.07 -0.03 -0.071
C -4.88172 3.45013 0.39042 0.00 -0.02 0.00 -0.062
C -6.09464 2.79664 0.26008 -0.01 -0.01 0.01 -0.074
C -6.11060 1.41558 0.10383 0.01 -0.02 0.00 -0.068
C -4.92821 0.69831 0.07095 0.01 -0.06 -0.06 -0.034
H -1.80497 -4.14195 -2.68750 -0.02 0.00 0.02 0.074
H -2.63454 -2.73715 -2.02135 0.03 -0.01 0.01 0.065
H -2.33129 -4.14786 -1.01158 0.00 0.02 0.00 0.057
H -0.12198 -2.36934 -2.21957 0.02 -0.06 -0.07 0.027
H 0.16387 -3.72295 -1.14879 -0.01 -0.03 -0.04 0.067
H -0.42266 -2.14807 2.65204 -0.03 -0.04 0.00 0.051
H 0.20717 -3.51825 1.74986 0.00 -0.02 0.04 0.071
H -2.79416 -2.87725 2.12786 0.03 -0.01 0.00 0.067
H -1.90636 -4.14993 2.95952 -0.03 0.00 -0.02 0.076
H -2.17415 -4.26307 1.22735 0.01 0.01 0.01 0.056
H -3.26247 -1.31856 0.11620 0.06 0.06 -0.01 0.056
H 0.82053 2.66096 1.88020 0.03 -0.02 0.06 0.065
H -0.24576 1.55882 2.72758 0.02 0.01 0.03 0.052
H -1.10714 4.34291 1.68736 0.01 0.01 -0.02 0.057
H -0.67193 3.97448 3.34608 -0.02 0.00 0.00 0.076
H -2.10897 3.24594 2.63851 0.00 0.00 0.01 0.066
H -0.01621 2.20364 -2.10303 -0.01 0.16 0.07 0.024
H 0.81702 3.14392 -0.88175 0.05 0.01 -0.06 0.068
H -2.06099 3.65013 -1.86260 -0.04 -0.02 0.02 0.069
H -0.63215 4.58380 -2.29153 -0.02 0.00 0.02 0.075
H -1.23536 4.62169 -0.64499 -0.01 -0.02 0.02 0.058
H -2.76815 3.25005 0.47721 0.11 0.08 -0.04 0.054
H -4.84974 4.52422 0.52228 0.01 -0.02 0.00 0.111
H -7.02197 3.35337 0.28387 0.00 0.00 0.00 0.108
H -7.05348 0.89324 0.00834 0.00 0.00 0.00 0.108
H -4.97786 -0.37668 -0.05281 -0.01 0.07 -0.01 0.102

[2]
105
Properties=species:S:1:pos:R:3:forces:R:3:lowdin_charge:R:1 method="wB97M-V/def2-TZVPD" charge=+1 total_energy_ev=-113207.767
C 8.67038 -1.70893 -2.88701 0.00 0.01 0.02 -0.061
C 7.62201 -0.63679 -3.12091 0.32 0.21 0.11 -0.264
O 6.70886 -1.07387 -4.11717 -0.21 -0.25 0.09 -0.141
C 5.46151 -0.41445 -4.14138 0.47 0.12 -0.01 -0.188
C 4.35062 -1.44074 -3.95885 0.10 -0.02 -0.10 -0.044
N 3.80191 -1.46124 -2.59695 0.10 -0.10 -0.12 -0.014
C 3.86375 -2.49503 -1.78769 0.18 -0.41 -0.02 -0.018
N 3.29373 -2.16131 -0.63465 -0.18 -0.21 0.37 0.188
C 2.84958 -0.86705 -0.72006 -0.48 -0.05 0.20 -0.249
N 2.15917 -0.25398 0.33599 1.04 0.22 0.00 0.211
C 2.76753 0.68773 0.85141 -0.26 0.58 0.41 -0.243
O 3.25584 1.59550 1.37954 -0.39 -0.65 -0.30 0.235
C 3.16346 -0.42646 -1.95385 -0.07 0.47 -0.40 0.066
H 8.99738 -1.69875 -1.84945 0.06 0.03 0.05 0.075
H 8.25689 -2.69152 -3.10266 -0.05 -0.07 0.02 0.076
H 9.54828 -1.56305 -3.50892 0.01 -0.04 -0.13 0.077
H 7.09519 -0.41119 -2.18741 -0.19 -0.09 0.01 0.111
H 8.10274 0.29238 -3.43663 -0.06 0.11 -0.02 0.123
H 5.42706 0.34544 -3.35980 -0.12 0.08 0.03 0.113
H 5.32831 0.09270 -5.09358 0.01 0.02 -0.11 0.132
H 4.80618 -2.41571 -4.11165 -0.13 -0.09 -0.17 0.137
H 3.53519 -1.29754 -4.65987 -0.14 0.08 0.04 0.143
H 4.29759 -3.45167 -2.01739 0.04 -0.02 -0.02 0.172
H 3.17478 -2.76260 0.16604 0.00 -0.06 0.01 0.189
H 2.96754 0.51332 -2.44394 0.01 0.02 -0.05 0.128
C 0.56620 2.07926 3.44882 0.33 0.11 0.19 -0.063
C -0.33754 2.10023 2.23955 -0.03 0.03 0.25 -0.321
O -1.57661 2.46092 2.79941 0.02 0.13 -0.13 0.122
C -1.33487 3.18354 3.94696 0.17 -0.13 0.00 -0.530
O -2.14189 3.81888 4.51988 -0.12 0.01 0.06 0.211
O -0.02724 3.05821 4.29737 -0.19 -0.02 -0.14 0.082
F -0.41402 0.86251 1.68095 -0.15 -0.07 -0.08 0.056
H 0.52939 1.10464 3.93957 -0.04 -0.06 -0.10 0.150
H 1.59643 2.34262 3.22815 -0.02 0.16 0.10 0.123
H -0.06439 2.81707 1.46324 -0.01 -0.09 -0.09 0.177
C -3.20427 -0.65919 1.06866 0.04 0.12 0.07 -0.029
C -4.61777 -1.04884 1.44254 0.06 -0.02 -0.22 -0.296
O -4.75010 -2.31966 0.81577 -0.03 -0.05 0.34 0.108
C -3.50634 -2.87008 0.71563 -0.09 0.16 -0.16 -0.563
O -3.30002 -4.00319 0.43273 0.01 -0.12 -0.11 0.170
O -2.56558 -1.94575 0.96575 0.06 0.09 0.06 0.083
F -5.54649 -0.20630 0.93148 0.03 -0.04 -0.07 0.083
H -3.16559 -0.16182 0.09922 -0.10 -0.01 0.05 0.116
H -2.70891 -0.04489 1.81304 0.08 -0.15 0.06 0.126
H -4.79880 -1.15598 2.51386 -0.07 0.06 0.00 0.173
C 4.72522 4.54749 -3.02924 0.01 0.13 0.12 -0.025
C 5.05476 4.56622 -4.50975 0.01 -0.07 0.09 -0.287
O 4.79138 3.21367 -4.88510 -0.15 0.15 -0.20 0.150
C 3.89097 2.70677 -4.02779 0.20 0.00 0.07 -0.561
O 3.33243 1.66239 -4.18255 -0.12 -0.08 0.07 0.131
O 3.72558 3.50783 -2.96376 0.04 0.07 0.00 0.083
F 6.34504 4.85231 -4.75847 0.05 -0.08 0.03 0.099
H 5.58938 4.25012 -2.43710 0.06 -0.01 -0.13 0.115
H 4.32539 5.48606 -2.65898 -0.19 -0.07 -0.02 0.147
H 4.42573 5.22252 -5.11209 0.05 0.03 -0.04 0.177
C -6.05725 2.12206 -2.02965 -0.03 -0.01 -0.02 -0.030
C -5.39938 3.48758 -2.09842 0.04 -0.07 0.06 -0.302
O -4.15970 3.25621 -1.43655 0.07 0.07 -0.24 0.141
C -3.85777 1.94408 -1.55899 -0.09 -0.01 0.05 -0.563
O -2.79919 1.46256 -1.30467 0.11 0.07 0.07 0.149
O -4.91697 1.25117 -2.00682 -0.14 -0.06 -0.02 0.074
F -6.08870 4.43521 -1.43223 0.01 -0.04 0.10 0.089
H -6.61644 2.00955 -1.10044 -0.01 0.07 0.02 0.144
H -6.69200 1.89131 -2.87883 0.12 -0.08 -0.07 0.144
H -5.19570 3.84472 -3.10858 -0.05 0.07 0.01 0.175
C -6.91014 -3.92509 3.08979 0.07 -0.02 -0.01 -0.039
C -8.36700 -3.92382 2.67138 0.02 -0.04 0.12 -0.306
O -9.03534 -3.95885 3.92228 -0.09 0.23 -0.07 0.141
C -8.22321 -3.40399 4.85744 0.10 -0.16 -0.10 -0.550
O -8.55285 -3.07927 5.94634 -0.02 -0.03 0.17 0.179
O -6.96893 -3.27001 4.36233 0.10 0.02 -0.07 0.063
F -8.70093 -5.01599 1.95159 0.01 -0.06 0.08 0.087
H -6.54672 -4.94521 3.21933 -0.07 -0.05 -0.03 0.150
H -6.25320 -3.38687 2.41507 -0.03 0.10 0.03 0.115
H -8.68514 -3.03455 2.12491 -0.02 -0.04 -0.08 0.175
C 9.77535 6.34051 -1.52562 0.03 0.03 0.03 -0.029
C 8.38464 6.74134 -1.06833 0.07 -0.04 -0.17 -0.304
O 7.57132 5.79102 -1.74393 -0.11 -0.03 0.26 0.111
C 8.31696 4.67304 -1.96230 0.01 0.12 0.01 -0.558
O 7.85714 3.62280 -2.27121 -0.01 -0.10 -0.05 0.160
O 9.61653 4.93124 -1.75281 0.08 0.04 -0.01 0.088
F 8.03904 7.98267 -1.46735 0.00 -0.03 -0.09 0.088
H 10.02863 6.83432 -2.46373 -0.05 0.05 -0.01 0.149
H 10.55223 6.51759 -0.78917 0.00 -0.15 0.04 0.144
H 8.21395 6.65682 0.00565 -0.03 0.08 0.01 0.175
C -4.13796 -4.39083 -2.96560 -0.03 -0.04 0.14 -0.042
C -2.79158 -3.70702 -3.07462 -0.07 0.04 -0.09 -0.317
O -2.96539 -2.86299 -4.19534 0.05 0.15 0.14 0.128
C -4.29597 -2.57178 -4.30590 0.04 -0.16 0.07 -0.550
O -4.74344 -1.71568 -4.98572 -0.03 0.07 -0.09 0.186
O -5.01309 -3.39455 -3.50710 0.00 -0.06 0.02 0.075
F -1.77666 -4.57278 -3.31742 -0.01 -0.02 -0.09 0.073
H -4.17259 -5.28831 -3.58409 0.08 0.00 -0.04 0.147
H -4.41470 -4.63097 -1.94319 -0.09 0.12 0.00 0.129
H -2.52451 -3.09876 -2.20856 0.08 -0.08 0.04 0.162
C -6.51504 -3.89746 8.87378 -0.14 -0.01 -0.08 -0.043
C -5.79596 -2.56826 8.78751 0.05 -0.05 0.06 -0.315
O -4.48715 -2.90207 9.21441 0.06 0.06 -0.20 0.128
C -4.27569 -4.22222 8.94626 -0.16 0.07 0.06 -0.556
O -3.21927 -4.75318 8.96278 0.10 -0.05 0.03 0.180
O -5.44717 -4.82380 8.63901 -0.08 -0.01 0.01 0.072
F -6.31564 -1.63533 9.61794 0.04 -0.05 0.08 0.080
H -6.92491 -4.05293 9.87225 0.03 0.07 0.04 0.146
H -7.29669 -4.01227 8.12837 0.10 -0.08 -0.09 0.124
H -5.74533 -2.14856 7.78160 -0.08 0.08 0.01 0.170

[3]
82
Properties=species:S:1:pos:R:3:forces:R:3:lowdin_charge:R:1 method="wB97M-V/def2-TZVPD" charge=-1 total_energy_ev=-67237.448
C 0.88484 1.15905 1.62793 0.17 -0.12 0.08 -0.123
C -0.23112 0.28119 1.06742 0.16 -0.02 -0.28 -0.203
C 0.22068 -1.16822 0.81031 -0.21 0.62 -0.01 -0.179
O -0.60638 -2.05626 1.56324 0.11 -0.07 0.01 -0.077
C -0.31151 -3.44121 1.48813 0.05 -0.33 -0.11 -0.320
O 0.10141 -3.93061 2.75225 -0.70 0.54 0.19 -0.066
C 0.89397 -3.10346 3.55905 0.48 -0.39 0.16 -0.136
C 0.13316 -2.47040 4.72753 0.20 0.14 0.16 -0.293
C -0.23136 -0.99474 4.59663 0.26 -0.06 0.19 -0.015
F 1.00236 -2.56679 5.85556 -0.08 0.00 -0.04 -0.078
C 0.85010 -3.77931 0.44318 0.08 -0.01 -0.61 -0.629
O 1.90823 -4.16794 0.94935 -0.03 0.20 0.02 0.011
O 0.57119 -3.57358 -0.76715 0.03 -0.13 0.62 -0.047
C -1.63174 -4.23347 1.17891 0.41 -0.51 0.23 -0.290
N -1.26592 -5.63667 1.41572 -0.15 0.10 -0.31 0.122
C -2.13927 -4.17028 -0.27373 0.15 0.20 -0.11 -0.110
C -2.21800 -2.82013 -0.99220 -0.80 0.25 -0.22 -0.145
C -3.43939 -2.71670 -1.92968 0.53 0.33 -0.42 -0.232
O -3.07227 -2.26357 -3.25039 -0.13 -0.10 0.05 -0.085
C -2.83384 -3.88307 2.12579 -0.21 0.18 -0.24 -0.370
F -2.45941 -3.84525 3.44031 0.00 0.00 -0.02 0.098
F -3.71865 -4.94959 2.04612 0.09 0.01 0.09 0.050
C -3.67562 -2.64879 1.84957 0.01 -0.06 -0.06 -0.089
C -3.32338 -1.40441 2.35438 0.30 -0.02 0.20 -0.010
C -4.10296 -0.28947 2.12491 -0.17 0.05 0.00 -0.046
C -5.27995 -0.40346 1.39956 0.06 0.07 -0.04 -0.013
C -5.64035 -1.64536 0.91083 -0.21 0.12 -0.12 -0.128
C -6.92360 -1.82047 0.15550 -0.30 -0.16 0.18 -0.561
F -7.69122 -0.70779 0.17152 0.15 -0.16 -0.12 0.119
F -6.73746 -2.15727 -1.13800 -0.04 0.11 0.18 0.134
F -7.67943 -2.81086 0.69775 0.13 0.17 -0.17 0.123
C -4.84897 -2.76414 1.12628 -0.10 -0.02 -0.07 0.040
H 0.52590 2.13295 1.95797 -0.05 -0.03 0.05 0.060
H 1.40931 0.67431 2.45484 -0.13 0.02 0.08 0.064
H 1.63722 1.34396 0.85989 0.00 -0.04 0.00 0.068
H -0.53060 0.71500 0.10882 -0.17 0.02 0.07 0.105
H -1.11980 0.29323 1.69828 0.05 -0.07 0.13 0.088
H 1.26996 -1.26692 1.10326 0.01 -0.22 -0.04 0.126
H 0.13347 -1.39302 -0.24965 0.14 -0.21 0.04 0.109
H 1.47422 -2.37040 2.99591 -0.17 0.06 -0.10 0.125
H 1.63114 -3.76017 4.02849 0.00 -0.04 -0.07 0.135
H -0.72552 -3.08886 4.98004 -0.03 -0.03 -0.10 0.131
H 0.26301 -0.45552 5.40694 -0.03 -0.03 0.03 0.081
H -1.29937 -0.81532 4.70509 -0.04 0.01 -0.17 0.069
H 0.14871 -0.58537 3.66528 -0.26 0.03 -0.09 0.046
H -1.82370 -6.24079 0.82827 -0.13 -0.05 0.14 0.081
H -1.38517 -5.90284 2.38260 0.18 0.02 0.05 0.088
H -1.48744 -4.82830 -0.84728 0.05 0.07 -0.01 0.125
H -3.13499 -4.62908 -0.28070 0.00 -0.04 0.12 0.107
H -2.29463 -1.99289 -0.28525 0.24 -0.03 0.08 0.102
H -1.34713 -2.65654 -1.61765 0.23 -0.15 0.21 0.103
H -4.16672 -2.00077 -1.54392 -0.23 -0.31 0.15 0.093
H -3.90189 -3.68956 -2.09581 -0.13 0.01 0.12 0.114
H -3.03264 -1.30513 -3.22954 0.10 0.02 0.01 0.071
H -2.41245 -1.31105 2.92197 0.05 -0.04 0.01 0.089
H -3.80811 0.67108 2.52706 0.03 0.00 -0.01 0.108
H -5.90714 0.45865 1.22312 -0.02 0.00 0.00 0.115
H -5.17661 -3.71668 0.73467 0.09 -0.06 0.04 0.138
F 1.00087 3.64236 0.10907 -0.03 0.19 -0.12 0.050
C 1.85718 4.52959 -0.43082 0.07 0.03 -0.04 -0.280
C 1.79990 4.77358 -1.78844 -0.05 -0.03 -0.07 -0.006
C 2.68838 5.68605 -2.33916 -0.03 0.09 0.30 -0.085
C 3.61754 6.32974 -1.53167 0.01 0.01 -0.02 -0.096
C 3.65590 6.06478 -0.16938 -0.01 -0.02 -0.06 -0.088
C 2.76776 5.15994 0.39381 0.02 0.00 0.09 -0.016
H 1.07403 4.25122 -2.39702 -0.01 0.00 0.02 0.120
H 2.65184 5.89733 -3.39336 -0.03 0.00 -0.06 0.085
H 4.31343 7.03582 -1.96604 0.00 0.00 0.00 0.098
H 4.38231 6.56158 0.46021 0.00 0.00 0.01 0.102
H 2.77596 4.93893 1.45253 -0.01 -0.03 -0.01 0.118
F 3.67188 4.96342 -5.08268 0.05 -0.05 -0.22 0.041
C 5.00764 5.05843 -5.25005 0.08 -0.02 0.02 -0.285
C 5.79866 3.98990 -4.88104 -0.02 -0.09 0.04 -0.009
C 7.17085 4.09327 -5.05418 0.00 0.07 -0.03 -0.080
C 7.72677 5.25185 -5.58046 0.02 0.00 0.00 -0.100
C 6.90694 6.31269 -5.93916 0.01 -0.06 0.02 -0.089
C 5.53162 6.22067 -5.77795 -0.04 0.08 -0.02 -0.020
H 5.34307 3.10114 -4.46611 -0.02 0.01 -0.01 0.123
H 7.80711 3.26421 -4.77544 0.00 -0.01 0.02 0.106
H 8.79800 5.32715 -5.71010 0.00 0.00 0.00 0.099
H 7.33749 7.21794 -6.34611 -0.01 0.01 -0.01 0.102
H 4.87175 7.03149 -6.05582 -0.01 -0.01 0.01 0.116